Entry from the OMol25 dataset: a 8-piece molecular cluster, C61H63Br3IN4O15S overall in a non-equilibrium geometry (ωB97M-V/def2-TZVPD).

Cartesian coordinates (Å):
C1 1.415213 -4.100537 -4.832737
H1 1.423356 -2.303248 -0.432798
C2 1.655737 -1.596527 4.519825
C3 3.280554 3.862592 -0.931035
H2 4.356941 5.832455 2.541142
C4 -6.360360 2.396764 6.607922
I1 -1.552876 0.557247 2.648087
C5 6.908648 2.748057 -5.568633
C6 2.829129 -2.178068 7.058392
C7 -12.798244 2.397557 8.450544
O1 -4.120381 5.711198 5.787904
C8 8.924176 4.054984 -4.780773
H3 -12.382467 4.475417 8.471815
C9 1.573128 -11.791092 -5.087009
H4 -3.386214 3.318011 5.114743
H5 -13.747558 2.454588 8.968094
H6 6.079896 -1.686188 0.011174
C10 1.277263 -5.532593 -5.172395
H7 1.386242 -7.540928 -4.494528
C11 2.098178 -1.387668 -0.285735
C12 1.861918 -6.147270 -2.873224
H8 0.511191 0.060175 1.289845
C13 -2.195972 -2.893965 -6.578457
H9 5.539625 3.932772 -1.052824
C14 -6.812084 3.746265 7.009029
C15 -3.368833 3.596690 1.879383
C16 -6.080817 4.829038 6.742760
C17 1.418827 -2.795260 5.051987
H10 -4.165096 2.970315 2.422391
C18 -12.067086 3.480063 8.184575
H11 5.271501 4.746131 1.301527
C19 3.065002 -0.978948 6.524234
N1 0.893628 0.986032 0.992947
H12 -4.751450 1.297066 5.611396
H13 1.733324 -11.375028 -1.173048
N2 1.481736 -0.287097 -1.084967
C20 8.173257 5.152751 -4.684031
H14 -2.129297 3.471778 -1.464682
H15 1.247664 -1.298481 3.561595
H16 -1.113423 -0.736342 -1.339306
C21 1.987780 -3.176877 6.363622
Br1 -1.342034 5.115115 0.323324
O2 2.711521 0.494464 4.722418
H17 -2.527281 -0.844209 -6.158244
C22 1.495759 -10.349072 -3.011792
H18 1.868508 7.532716 0.381339
O3 -13.012366 0.061012 8.293654
H19 -3.760383 4.656576 1.867688
C23 -4.335931 3.375064 5.632471
O4 -10.106085 4.364898 7.230201
H20 2.131250 -1.195782 0.828451
C24 -2.787067 -4.182383 -7.000193
H21 4.688989 4.105846 -2.710898
H22 3.091264 5.905483 -1.736364
H23 -1.780139 -1.457748 -2.913457
O5 1.223715 -3.232971 -5.667078
C25 1.681113 -11.429526 -2.253244
C26 5.055909 -1.384555 0.423218
H24 -2.415918 3.465906 2.475609
H25 3.269375 3.241612 0.026693
C27 -5.066831 2.292765 5.898484
O6 1.255558 -9.461127 -5.179206
H26 0.805689 -3.537776 4.556090
N3 0.342574 2.932453 2.163804
H27 3.017410 7.860543 1.854399
H28 1.387843 -9.357711 -2.588636
H29 -7.761304 3.803769 7.526195
C28 1.380072 -0.280576 -2.563849
C29 0.935689 0.753425 -0.459074
H30 3.498141 4.418524 1.800843
O7 6.049490 6.132403 -4.935999
C30 1.484095 -6.485126 -4.261454
H31 5.303190 -3.274229 1.671390
C31 0.120848 -0.386130 -3.207512
H32 5.102663 3.847092 -5.715506
O8 -5.070476 -0.812692 -6.658410
H33 -9.372949 1.969375 6.556816
H34 8.577663 6.102222 -4.356489
C32 4.888198 -2.214454 1.792795
H35 -10.737093 -0.051043 7.052468
C33 2.557349 7.080889 1.177227
H36 -4.131552 3.447491 -0.184337
C34 2.496449 -0.598646 5.214089
O9 1.998223 -13.757545 -2.163883
C35 -10.321957 2.026617 7.073915
C36 -4.391899 -1.816194 -6.759799
H37 -3.412421 1.839112 0.518938
C37 -10.773940 3.376139 7.475369
H38 3.818149 -2.227521 2.164278
C38 -1.256003 -0.557484 -2.452518
C39 1.827329 -12.772866 -2.854250
O10 2.053057 -7.013476 -2.040379
C40 6.158091 3.845385 -5.472005
C41 6.733843 5.131338 -5.022848
O11 -7.027054 1.408224 6.852619
C42 -12.346336 1.047348 8.049131
C43 3.665463 6.156725 0.436758
Br2 0.044196 -0.323733 -5.193431
H39 9.979282 4.053237 -4.537322
H40 4.455218 6.841065 -0.009342
H41 6.503848 1.798527 -5.896096
O12 -2.107042 -5.185174 -7.100333
C44 -4.982872 -3.104660 -7.181747
H42 2.277807 -4.485839 -1.510162
O13 9.030397 1.767147 -5.315813
C45 2.889150 5.390799 -0.729744
C46 -0.847412 2.165800 -0.094281
H43 2.458442 2.230130 -2.252393
H44 -6.396507 5.824195 7.029823
H45 -1.132744 -2.895501 -6.367959
H46 1.074705 2.497304 2.750176
H47 1.891473 -2.711182 -3.211372
C47 8.348228 2.768905 -5.229575
H48 -6.045076 -3.103300 -7.392161
H49 3.237669 -2.474168 8.016287
Br3 2.953460 -0.104614 -3.756159
H50 1.866714 -13.862402 -4.751393
H51 -1.489154 1.231977 -0.296674
C48 -0.311913 1.866408 1.382371
N4 0.260824 1.945241 -1.094719
C49 2.000384 -4.714315 -2.532467
C50 2.102965 3.222268 -1.837862
H52 3.677660 -0.235991 7.019331
C51 4.282014 5.224883 1.572723
C52 -4.787711 4.725534 6.033586
C53 -1.887160 3.336811 -0.365137
C54 1.758453 -12.871566 -4.328565
H53 5.585639 -1.719450 2.556696
O14 1.771180 -4.267374 6.850043
H54 -1.830449 0.411058 -2.563481
H55 1.890179 6.342539 1.751346
O15 0.938908 3.141927 -0.970841
C55 1.793506 -3.763145 -3.443081
C56 -2.942587 -1.794617 -6.466105
H56 1.769896 5.512553 -0.551955
C57 4.657098 3.614235 -1.690007
H57 1.855920 3.918239 -2.713019
H58 1.521006 -11.845345 -6.167298
H59 1.000454 -5.761388 -6.194028
C58 -4.236503 -4.204184 -7.294091
C59 1.426966 -10.448665 -4.485703
S1 3.787832 -1.896354 -0.826819
C60 -11.052837 0.944085 7.339776
H60 4.782981 2.490662 -1.865114
H61 -4.652060 -5.155383 -7.602117
C61 -3.278857 2.955807 0.391716
H62 4.987104 -0.265706 0.604284
H63 0.820093 3.591199 1.528169

Force components x, y, z for each atom (eV/Å):
C -0.0884 -0.0307 -0.5023
H 0.9533 1.2800 0.0502
C -0.0735 -0.3073 0.0115
C -0.8959 -0.4643 -1.2847
H 0.2495 -0.8481 -1.4286
C -0.2128 -0.1714 0.1262
I 0.2763 0.6301 -0.4710
C -0.3303 0.1115 -0.0145
C 0.1431 0.2988 0.0016
C 0.0245 0.3254 0.0261
O -0.0836 -0.2498 -0.0027
C -0.0324 0.3103 0.0801
H 0.0370 0.0025 -0.0204
C 0.0294 -0.2399 -0.0404
H 0.0132 0.0552 0.0091
H 0.0066 -0.0448 -0.0065
H -1.6391 0.6839 0.0768
C 0.0233 -0.1603 0.0940
H 0.0056 0.1071 0.0017
C 0.1476 -1.8214 0.6968
C 0.0075 -0.3413 0.0226
H 1.3933 0.2956 0.5969
C 0.0436 0.3327 0.1218
H -1.0565 -0.1474 -0.8859
C 0.0387 0.2308 0.0818
C -1.0776 -1.3243 -0.0160
C -0.2156 -0.1444 0.0982
C -0.1047 0.1894 -0.3552
H 1.0321 0.9001 -0.6768
C -0.2393 -0.0690 0.1123
H -1.1782 0.5453 0.3792
C 0.0363 -0.1759 0.1922
N -1.7115 -4.1953 -3.1499
H -0.0419 -0.0174 0.0324
H 0.0048 -0.0410 -0.0142
N -0.6878 2.5342 0.0074
C 0.2749 -0.1358 0.0383
H 0.7908 -0.3227 1.3237
H -0.0264 0.0457 0.0118
H -0.0229 0.0571 -1.3958
C -0.0161 -0.4138 0.3354
Br 0.2192 -0.5065 -0.7941
O -0.1011 -0.1856 -0.0573
H -0.0915 0.0100 -0.0309
C -0.0205 -0.0400 0.2456
H 1.0907 -0.2326 1.2033
O 0.1351 0.2144 -0.0546
H 0.8330 -1.2184 0.0195
C -0.0058 -0.3558 -0.0477
O -0.0786 -0.1738 0.0746
H -0.2102 0.3333 -1.4146
C 0.1616 -0.3530 -0.0839
H -0.0400 -0.3358 1.2792
H -0.2470 -0.6433 1.3915
H 0.4426 1.3822 0.6134
O 0.0833 -0.1457 0.3313
C -0.0424 0.3089 -0.0363
C -0.1761 -0.3063 1.6195
H -1.0340 0.5086 -0.7893
H 0.0664 0.9949 -1.0851
C 0.2752 0.0859 -0.1468
O 0.0255 -0.2868 0.0598
H 0.0129 -0.0361 0.0549
N -0.8427 -0.4440 -0.4370
H -0.6640 -0.9300 -0.7787
H 0.0475 0.0149 -0.0082
H -0.0079 0.0244 -0.0598
C -2.2405 -0.5826 -2.3899
C 0.3036 2.5144 2.2896
H 1.2222 0.9226 -0.2421
O 0.0791 -0.2396 0.0355
C -0.0587 0.0394 -0.1900
H -0.9381 1.4233 0.0088
C 1.7286 0.0351 1.4187
H 0.0068 0.0540 -0.0155
O 0.1632 -0.1859 0.0308
H -0.0040 -0.0230 0.0525
H -0.0446 0.0134 -0.0185
C 1.0752 0.4116 -0.1933
H -0.0315 0.0007 0.0235
C -0.1417 -1.0297 -0.9136
H 1.1291 -1.0445 0.5507
C 0.1108 0.3570 -0.0465
O -0.0403 0.2180 -0.1550
C -0.0378 -0.2284 -0.0802
C -0.2707 0.2972 -0.0237
H 0.1340 1.2611 -0.6207
C 0.0928 0.1939 -0.0543
H 1.3309 -0.0054 -0.3393
C 0.8845 -0.0311 -0.5415
C 0.0707 -0.3598 0.2672
O -0.0540 0.2381 -0.0597
C -0.0018 -0.3287 -0.0461
C -0.1568 0.3795 0.0134
O 0.1709 0.1433 -0.1199
C -0.2157 -0.3630 0.0883
C -0.6699 0.7475 0.6714
Br -0.1502 0.1371 2.4206
H -0.0114 -0.0454 -0.0218
H -0.8424 -0.9491 0.5739
H 0.0569 -0.0142 -0.0165
O -0.0956 0.2095 0.0763
C 0.0229 -0.3077 -0.0644
H 0.0707 -0.0491 0.0112
O -0.1847 0.1852 0.0402
C 0.6271 -0.0936 -0.1516
C -2.5351 -1.4991 -0.3875
H -0.7942 0.9259 0.6435
H 0.0276 -0.0051 -0.0195
H 0.0212 -0.0562 -0.0380
H -0.6683 0.2565 -0.2896
H 0.0385 -0.0092 -0.0679
C 0.3081 -0.3138 -0.0366
H 0.0146 0.0456 0.0069
H -0.0293 -0.0377 -0.0148
Br -0.9675 -0.0180 1.6950
H 0.0039 -0.0052 0.0438
H 0.6893 1.2339 0.3676
C 3.1930 1.5792 -0.8605
N -1.7342 -1.2964 0.8373
C -0.0425 0.3528 0.0267
C 1.5469 1.1365 -0.1702
H -0.0204 0.0199 -0.0414
C -0.9097 0.1975 0.0787
C 0.1221 0.4338 -0.0208
C -0.9124 -0.7832 0.4816
C -0.0330 0.1184 -0.3037
H -1.2267 -0.6144 -0.8613
O 0.0233 0.2591 -0.1842
H 0.4332 -1.2548 -0.1102
H 0.9164 1.2053 -0.4663
O 2.2475 0.1039 -0.3363
C 0.0568 -0.1307 0.3184
C 0.1917 -0.1885 0.0094
H 1.3360 -0.4676 -0.1232
C -0.1364 -0.5264 0.3613
H 0.2933 -1.0055 1.1237
H -0.0059 0.0392 0.0128
H -0.0367 0.0356 0.0093
C -0.2803 0.1243 -0.0231
C -0.0240 0.1011 -0.0987
S 0.0421 -0.0556 -0.2180
C 0.2523 0.1300 -0.1212
H -0.1631 1.3909 0.2239
H 0.0440 -0.0079 0.0020
C 0.2829 1.5006 0.9764
H 0.2675 -1.4090 -0.2745
H -0.5503 -0.3600 0.2489

ΔE to the lowest compared entry with this formula, charge and spin: 80.33 kcal/mol
total energy: -12127.04287 a.u.
charge: +1
highest occupied orbital energy: -0.4166 hartree
frontier orbital gap: 7.165 eV
lowest unoccupied orbital energy: -4.171 eV